1.
Entry from OMol25: 2 unconnected molecules or ions with the total composition C4H7NO2 (the ωB97M-V functional and the def2-TZVPD basis).

Geometry (Å):
C  0.29  0.35  0.72
C  0.06  1.50  0.90
C  0.19  -2.87  -2.12
C  -0.02  2.84  1.34
N  -0.25  -3.43  0.03
O  0.15  -2.58  -0.88
O  0.51  -1.89  -2.93
H  0.21  -0.48  0.10
H  -0.28  -3.84  -2.42
H  -0.42  3.49  0.47
H  0.96  3.20  1.72
H  -0.76  2.96  2.16
H  -0.76  -4.19  -0.50
H  1.03  -1.19  -2.48

Values from the calculation:
DFT total energy = -361.59253 Eh
2S+1 = 1
LUMO (spin up / spin down) = 0.01947 / 0.01362 Ha
frontier orbital gap (spin up / spin down) = 0.32010 / 0.28481 Ha
highest occupied orbital energy (spin up / spin down) = -8.2 / -7.4 eV

2.
Entry from OMol25: a single C6H10N2 molecule (the ωB97M-V functional and the def2-TZVPD basis).

Geometry (Å):
C  -2.20  -0.66  0.31
C  0.02  -0.27  1.02
C  0.99  -1.86  -0.55
C  -1.31  0.45  0.44
C  -1.02  1.05  -0.91
C  2.07  0.25  -0.36
N  -3.00  -1.52  0.29
N  0.94  -0.68  -0.03
H  0.56  0.49  1.66
H  -0.18  -1.04  1.81
H  0.18  -2.41  -0.08
H  -1.54  1.19  1.19
H  -1.89  1.61  -1.31
H  -0.50  0.24  -1.50
H  -0.27  1.74  -0.89
H  3.06  -0.24  -0.12
H  2.08  0.56  -1.35
H  2.01  1.10  0.38

Values from the calculation:
DFT total energy = -343.99391 Eh
2S+1 = 1
LUMO = 0.01946 Ha
frontier orbital gap = 0.32750 Ha
highest occupied orbital energy = -8.4 eV

3.
Entry from OMol25: a molecular structure, C18H34BBr7CaClF7MgN2O14S2 (the ωB97M-V functional and the def2-TZVPD basis).

Geometry (Å):
C  3.39  -3.85  1.07
O  4.57  -3.13  0.73
C  4.23  -1.90  0.14
C  5.29  -0.86  0.45
C  4.77  0.09  1.54
C  4.11  1.36  0.99
C  2.60  1.35  1.16
C  1.86  0.81  -0.07
C  1.01  -0.41  0.12
O  0.56  -0.78  -1.21
C  -0.75  -0.83  -1.37
O  -1.37  -1.32  -2.32
C  -1.36  -0.08  -0.17
F  -1.35  1.27  -0.59
C  -0.35  -0.33  0.90
S  -0.69  -1.99  1.58
O  -0.41  -2.88  0.52
O  -1.99  -1.96  2.11
F  0.33  -2.15  2.66
S  -0.48  0.89  2.24
O  0.29  0.46  3.33
O  -0.27  2.17  1.70
F  -1.95  0.74  2.55
H  2.67  -3.77  0.27
H  3.58  -4.89  1.26
H  2.95  -3.44  1.97
H  3.99  -1.99  -0.92
H  3.33  -1.57  0.64
H  5.48  -0.26  -0.43
H  6.18  -1.35  0.76
H  4.10  -0.42  2.21
H  5.64  0.37  2.10
H  4.51  2.18  1.57
H  4.41  1.51  -0.04
H  2.26  2.36  1.32
H  2.35  0.80  2.05
H  2.57  0.54  -0.84
H  1.25  1.58  -0.50
H  1.50  -1.31  0.45
H  -2.35  -0.46  0.00
Mg  -1.88  2.04  -2.42
B  -2.07  -2.45  7.02
F  -3.37  -2.75  6.61
F  -1.20  -3.49  6.60
F  -1.65  -1.24  6.45
F  -2.01  -2.36  8.42
C  -7.13  4.52  -3.86
C  -5.74  4.44  -4.46
C  -5.76  3.87  -5.87
O  -4.91  3.61  -3.62
H  -7.59  3.52  -3.80
H  -7.10  4.92  -2.85
H  -7.78  5.16  -4.46
H  -5.29  5.43  -4.46
H  -6.16  2.86  -5.87
H  -4.75  3.81  -6.27
H  -6.36  4.49  -6.53
H  -5.30  2.73  -3.60
C  -4.81  0.88  -7.80
O  -5.28  1.98  -8.01
N  -4.44  0.46  -6.54
N  -4.61  -0.04  -8.79
H  -4.05  -0.44  -6.34
H  -4.57  1.12  -5.79
H  -4.87  0.22  -9.72
H  -4.22  -0.95  -8.64
Br  1.06  -4.73  7.16
C  6.90  1.95  4.69
Br  5.64  3.34  5.11
Br  6.16  0.22  5.11
Br  7.54  2.12  2.87
H  7.76  2.09  5.32
Ca  0.12  -7.09  7.09
O  3.22  -8.12  4.11
Cl  2.38  -7.58  3.06
O  1.09  -7.22  3.63
O  2.20  -8.56  2.03
O  2.98  -6.39  2.51
C  6.29  -3.96  2.53
O  5.96  -2.75  2.85
H  5.59  -4.44  1.78
H  7.29  -4.10  2.07
H  6.22  -4.70  3.37
C  -6.38  8.34  -2.09
Br  -7.11  8.46  -3.87
Br  -7.66  7.63  -0.84
Br  -4.73  7.34  -2.06
H  -6.14  9.34  -1.78

Values from the calculation:
DFT total energy = -22745.00324 Eh
2S+1 = 1
LUMO = -0.21395 Ha
frontier orbital gap = 0.05007 Ha
highest occupied orbital energy = -7.2 eV

4.
Entry from OMol25: a molecular structure, C21H21NSZn (the ωB97M-V functional and the def2-TZVPD basis).

Geometry (Å):
C  -1.08  -1.24  -1.86
C  -1.46  2.01  -1.50
C  -2.07  -0.51  -0.77
H  -1.72  -1.54  -2.70
C  -2.86  2.10  -1.19
H  -0.82  2.89  -1.32
H  -2.13  -1.19  0.08
H  -3.30  3.06  -0.91
C  -3.46  -0.36  -1.43
H  -4.21  -0.69  -0.68
H  -3.59  -1.02  -2.29
C  -0.17  -0.12  -2.39
H  0.31  -0.48  -3.31
H  0.65  0.06  -1.69
C  -0.92  1.20  -2.69
H  -1.71  1.00  -3.43
H  -0.18  1.85  -3.19
C  -3.82  1.11  -1.84
H  -3.85  1.19  -2.94
H  -4.84  1.32  -1.50
Zn  -1.94  1.21  0.07
H  0.03  -2.71  -2.33
S  2.40  -0.63  1.11
C  1.82  0.83  1.88
C  2.53  1.78  2.63
C  1.85  2.92  3.08
C  0.49  3.12  2.78
C  -0.23  2.17  2.04
C  0.46  1.03  1.58
N  -0.07  0.06  0.76
C  0.79  -0.93  0.43
C  0.53  -2.22  -0.17
C  1.01  -3.34  0.50
C  0.36  -4.57  0.41
C  -0.87  -4.66  -0.28
C  -1.32  -3.60  -1.03
C  -0.41  -2.47  -1.34
H  3.58  1.60  2.83
H  2.39  3.67  3.66
H  -0.02  4.01  3.14
H  -1.30  2.29  1.81
H  1.87  -3.23  1.17
H  0.76  -5.44  0.94
H  -1.45  -5.58  -0.22
H  -2.29  -3.62  -1.54

Values from the calculation:
DFT total energy = -3044.81182 Eh
2S+1 = 1
LUMO (spin up / spin down) = -0.00077 / -0.04572 Ha
frontier orbital gap (spin up / spin down) = 0.24317 / 0.17397 Ha
highest occupied orbital energy (spin up / spin down) = -6.6 / -6.0 eV

5.
Entry from OMol25: 2 unconnected molecules or ions with the total composition C5H14O2 (the ωB97M-V functional and the def2-TZVPD basis).

Geometry (Å):
C  -0.45  -0.53  1.20
C  -0.33  0.67  0.21
C  -1.44  0.77  -0.81
C  0.96  0.68  -0.58
C  2.11  0.90  0.40
O  2.23  -0.23  1.10
H  -0.14  -1.42  0.72
H  0.03  -0.61  2.13
H  -1.52  -0.69  1.51
H  -0.43  1.53  0.80
H  -1.81  1.96  -0.79
H  -2.30  0.02  -0.48
H  -1.07  0.63  -1.88
H  0.90  -0.20  -1.20
H  0.86  1.55  -1.24
H  3.12  1.08  -0.10
H  1.84  1.75  0.99
H  2.36  -1.08  0.59
O  -1.63  -2.46  -1.22
H  -0.85  -2.19  -0.64
H  -2.43  -2.14  -0.69

Values from the calculation:
DFT total energy = -349.30249 Eh
2S+1 = 1
LUMO = 0.02690 Ha
frontier orbital gap = 0.38885 Ha
SMILES = CC(C)CCO.O
highest occupied orbital energy = -9.8 eV

6.
Entry from OMol25: a molecular structure, C18H16Co2NO7 (the ωB97M-V functional and the def2-TZVPD basis).

Geometry (Å):
O  4.85  4.39  0.62
C  3.94  3.79  1.00
Co  2.52  2.90  1.52
C  1.76  4.40  2.09
O  1.26  5.39  2.43
C  1.41  2.72  0.16
O  0.64  2.63  -0.70
C  1.75  1.96  3.01
C  0.67  1.15  2.62
C  -0.65  1.19  2.90
C  -1.81  0.72  2.18
C  -3.03  1.41  2.39
C  -4.14  1.12  1.61
C  -4.07  0.10  0.65
C  -2.91  -0.69  0.55
C  -1.80  -0.42  1.35
Co  2.27  0.46  2.22
C  3.78  0.91  1.23
O  4.75  0.63  0.67
C  1.58  -0.10  0.77
O  1.20  -0.52  -0.24
C  2.56  -1.15  2.91
O  2.76  -2.22  3.30
H  1.85  2.34  4.03
H  -0.87  1.70  3.87
H  -3.05  2.18  3.16
H  -5.05  1.70  1.73
H  -4.93  -0.09  -0.01
H  -2.87  -1.51  -0.17
H  -0.94  -1.09  1.39
C  -0.02  -4.20  -4.39
C  -0.15  -2.70  -4.11
O  -1.36  -2.27  -4.72
C  -0.10  -2.28  -2.64
N  -0.63  -0.95  -2.27
H  0.91  -4.61  -3.98
H  -0.87  -4.75  -3.96
H  -0.02  -4.37  -5.47
H  0.70  -2.20  -4.61
H  -1.57  -1.39  -4.35
H  -0.70  -3.00  -2.07
H  0.94  -2.37  -2.30
H  -0.15  -0.69  -1.41
H  -0.39  -0.24  -2.97

Values from the calculation:
DFT total energy = -4042.41323 Eh
2S+1 = 1
LUMO = 0.10395 Ha
charge = -1
frontier orbital gap = 0.25218 Ha
highest occupied orbital energy = -4.0 eV

7.
Entry from OMol25: a molecular structure, C30H16BrEuIN9O5S (the ωB97M-V functional and the def2-TZVPD basis).

Geometry (Å):
Eu  -0.75  0.20  -1.47
O  0.53  0.87  -5.78
C  0.57  0.78  -4.54
O  -0.45  0.94  -3.78
C  1.93  0.48  -3.82
C  3.25  0.46  -4.39
C  4.34  0.31  -3.52
C  4.07  0.09  -2.13
C  2.76  0.06  -1.68
N  1.78  0.31  -2.51
C  2.39  -0.09  -0.24
O  3.29  -0.26  0.62
O  1.12  -0.08  0.01
H  3.38  0.48  -5.47
H  5.37  0.39  -3.85
H  4.91  0.14  -1.46
Br  4.01  1.55  6.63
C  3.31  -0.06  5.96
C  3.60  -0.37  4.59
C  2.96  -1.39  3.95
C  2.09  -2.27  4.75
C  1.96  -2.06  6.13
C  2.53  -0.94  6.71
N  1.21  -3.20  4.18
N  1.65  -3.81  3.16
C  0.88  -3.69  2.00
C  1.55  -4.03  0.82
C  1.12  -3.42  -0.39
C  -0.10  -2.64  -0.48
O  -0.53  -2.10  -1.58
C  -0.79  -2.33  0.77
N  -1.83  -1.52  0.73
C  -2.58  -1.31  1.82
C  -2.42  -2.12  2.92
C  -1.33  -2.95  3.03
C  -0.36  -2.92  2.00
H  4.32  0.23  4.05
H  3.08  -1.60  2.91
H  1.47  -2.84  6.77
H  2.41  -0.76  7.79
H  2.39  -4.70  0.88
H  1.66  -3.52  -1.31
H  -3.37  -0.57  1.74
H  -3.18  -2.01  3.76
H  -1.13  -3.57  3.90
I  -5.39  5.47  -0.69
C  -3.86  4.96  -2.01
C  -3.86  5.25  -3.37
C  -2.96  4.52  -4.17
C  -2.03  3.65  -3.58
N  -1.92  3.50  -2.26
C  -2.84  4.10  -1.48
H  -4.56  5.98  -3.75
H  -2.95  4.68  -5.25
H  -1.36  3.07  -4.21
H  -2.66  4.05  -0.40
S  -1.34  4.34  1.80
C  -1.23  2.93  1.01
N  -1.22  1.87  0.45
N  -3.02  0.12  -2.35
C  -4.12  -0.23  -2.55
N  -5.31  -0.69  -2.68
C  -5.92  -0.78  -3.85
N  -6.53  -0.96  -4.84

Values from the calculation:
DFT total energy = -6002.26337 Eh
2S+1 = 7
LUMO (spin up / spin down) = 0.12242 / 0.12335 Ha
charge = -2
frontier orbital gap (spin up / spin down) = 0.22698 / 0.22910 Ha
highest occupied orbital energy (spin up / spin down) = -2.8 / -2.9 eV

8.
Entry from OMol25: 3 unconnected molecules or ions with the total composition C33H21FNO4 (the ωB97M-V functional and the def2-TZVPD basis).

Geometry (Å):
F  -1.20  -2.38  4.85
C  -0.67  -2.35  3.55
C  -1.48  -1.90  2.30
C  -0.82  -1.87  0.90
N  0.56  -2.25  0.80
C  1.37  -2.70  1.90
C  0.81  -2.79  3.36
H  -2.56  -1.58  2.45
H  -1.41  -1.56  -0.02
H  1.01  -2.21  -0.13
H  2.46  -2.99  1.72
H  1.47  -3.16  4.21
C  -7.06  5.13  -0.01
C  -5.77  5.64  -0.07
C  -4.75  5.04  0.67
C  -5.03  3.94  1.48
C  -6.33  3.45  1.56
C  -7.35  4.04  0.81
C  -6.65  2.31  2.46
O  -7.79  1.88  2.52
C  -5.57  1.71  3.27
C  -5.87  0.68  4.16
C  -4.86  0.11  4.93
C  -3.55  0.56  4.80
C  -3.25  1.59  3.92
C  -4.26  2.18  3.16
C  -3.94  3.30  2.25
O  -2.79  3.69  2.14
H  -7.85  5.59  -0.59
H  -5.55  6.50  -0.69
H  -3.74  5.44  0.62
H  -8.36  3.65  0.85
H  -6.89  0.32  4.27
H  -5.09  -0.69  5.62
H  -2.76  0.10  5.39
H  -2.22  1.94  3.82
C  5.47  1.29  -1.17
C  6.73  1.35  -1.75
C  7.10  0.42  -2.72
C  6.21  -0.58  -3.10
C  4.95  -0.66  -2.50
C  4.58  0.29  -1.55
C  4.01  -1.74  -2.86
O  2.90  -1.81  -2.34
C  4.43  -2.76  -3.86
C  3.58  -3.82  -4.16
C  3.96  -4.77  -5.10
C  5.19  -4.66  -5.75
C  6.04  -3.60  -5.44
C  5.67  -2.66  -4.49
C  6.60  -1.56  -4.14
O  7.68  -1.46  -4.71
H  5.18  2.02  -0.43
H  7.43  2.12  -1.45
H  8.08  0.47  -3.17
H  3.59  0.24  -1.09
H  2.62  -3.91  -3.66
H  3.30  -5.60  -5.34
H  5.48  -5.39  -6.49
H  7.00  -3.52  -5.95

Values from the calculation:
DFT total energy = -1725.40814 Eh
2S+1 = 1
LUMO = -0.18562 Ha
charge = +1
frontier orbital gap = 0.23753 Ha
highest occupied orbital energy = -11.5 eV

9.
Entry from OMol25: a single C18H11Cl2F4N5O molecule (the ωB97M-V functional and the def2-TZVPD basis).

Geometry (Å):
O  1.47  -0.44  -1.71
C  0.36  -0.09  -1.28
N  0.11  -0.05  0.06
C  0.98  -0.34  1.07
N  1.66  -1.42  1.31
C  1.51  -2.56  0.53
C  0.39  -3.36  0.65
C  0.37  -4.62  0.04
F  -0.72  -5.41  0.05
C  1.42  -5.01  -0.77
C  2.59  -4.27  -0.88
Cl  3.95  -4.90  -1.79
C  2.61  -3.02  -0.22
N  1.17  0.58  2.05
C  0.49  1.81  2.19
C  0.63  2.56  3.42
C  -0.14  3.68  3.25
C  -0.46  4.81  4.18
F  0.33  4.79  5.25
F  -0.25  5.99  3.49
F  -1.78  4.70  4.58
N  -0.72  3.54  1.98
N  -0.33  2.39  1.34
C  -0.71  0.21  -2.27
C  -0.47  -0.15  -3.61
C  -1.43  0.03  -4.59
C  -2.70  0.54  -4.21
C  -2.96  0.89  -2.91
Cl  -4.53  1.49  -2.49
C  -1.95  0.78  -1.94
H  -0.54  0.65  0.35
H  -0.47  -3.03  1.17
H  1.38  -5.98  -1.27
H  3.52  -2.37  -0.27
H  1.77  0.25  2.82
H  1.21  2.23  4.25
H  -1.35  4.25  1.59
H  0.50  -0.58  -3.90
H  -1.24  -0.33  -5.63
H  -3.49  0.62  -4.95
H  -2.17  1.15  -0.95

Values from the calculation:
DFT total energy = -2361.42066 Eh
2S+1 = 1
LUMO = -0.00189 Ha
frontier orbital gap = 0.31195 Ha
SMILES = O=C(N/C(=N\c1cc(F)cc(Cl)c1)Nc1cc(C(F)(F)F)[nH]n1)c1cccc(Cl)c1
highest occupied orbital energy = -8.5 eV